Entry 1:
Entry from OMol25: the molecule CH4IP in a non-equilibrium geometry (wB97M-V/def2-TZVPD).

The charge is 0. The calculation puts the LUMO energy at 0.03 eV. The value obtained for the largest force on an atom is 3.7 eV/A. For the HOMO energy, the calculation gives -8.13 eV. As for the electronic energy: -18487.4684 eV. The value obtained for the relative energy (zero: lowest compared OMol25 entry of this formula, charge and spin) is 4.0547 eV. The orbital gap is 8.16 eV. The spin multiplicity is 1.

Last column: Mulliken charge in e.
Positions of all 7 atoms, in Å:
C1 -1.313 -1.195 0.278  -0.60
P1 -0.027 0.064 0.118  0.06
I1 -2.994 0.240 -0.088  -0.04
H1 -1.300 -1.853 -0.536  0.27
H2 1.477 -0.058 -0.179  0.11
H3 -0.265 1.452 -0.442  0.11
H4 0.056 0.379 1.354  0.09

Cartesian forces (eV/Å) of the 6 atoms listed first:
C 0.5 1.9 0.3
P 0.7 0.5 -2.9
I 0.2 -0.7 0.2
H -0.2 -1.0 -1.5
H -2.1 -0.4 0.2
H 0.4 -1.7 0.2



Entry 2:
Entry from OMol25: the molecule C2H2O3 in a non-equilibrium geometry (wB97M-V/def2-TZVPD).

The charge is 0. The calculation puts the LUMO energy at -1.25 eV. The value obtained for the largest force on an atom is 6.7 eV/A. For the HOMO energy, the calculation gives -9.97 eV. As for the electronic energy: -8245.3528 eV. The value obtained for the relative energy (zero: lowest compared OMol25 entry of this formula, charge and spin) is 3.2442 eV. The orbital gap is 8.72 eV. The spin multiplicity is 1. Its SMILES is O=CC(=O)O.

Last column: Mulliken charge in e.
Positions of all 7 atoms, in Å:
O1 -2.058 -0.781 0.366  -0.35
C1 -0.903 -0.553 0.292  0.46
C2 0.084 0.499 -0.050  0.41
O2 -0.282 1.589 -0.474  -0.47
O3 1.289 0.294 0.554  -0.43
H1 -0.091 -1.052 -0.604  0.03
H2 1.960 0.003 -0.085  0.35

Cartesian forces (eV/Å) of the 6 atoms listed first:
O 0.4 -0.3 1.1
C 1.8 0.5 -4.6
C -2.1 4.5 4.5
O 0.9 -2.3 -0.9
O 0.5 -0.9 -1.1
H -1.5 -1.8 0.7



Entry 3:
Entry from OMol25: a structure of composition C48H27Cl2F7N4PPtS (wB97M-V/def2-TZVPD).

The charge is +1. The calculation puts the LUMO energy (spin up / spin down) at -2.70 / -6.68 eV. The value obtained for the largest force on an atom is 0.3 eV/A. For the HOMO energy (spin up / spin down), the calculation gives -9.83 / -10.69 eV. As for the electronic energy: -123601.8061 eV. The value obtained for the relative energy (zero: lowest compared OMol25 entry of this formula, charge and spin) is 0.0000 eV. The orbital gap (spin up / spin down) is 7.13 / 4.01 eV. The spin multiplicity is 5. The expectation value of S² is 6.071.

Last column: Mulliken charge in e.
Positions of all 91 atoms, in Å:
Pt1 -0.469 -0.047 0.246  1.06
Cl1 -0.122 -0.189 3.305  -0.16
C1 1.382 0.645 3.420  0.46
C2 1.744 1.123 4.659  -0.70
C3 2.968 1.761 4.823  -0.38
C4 3.838 1.921 3.753  -0.76
C5 3.484 1.438 2.512  0.24
Cl2 4.581 1.678 1.211  -0.12
C6 2.234 0.787 2.289  0.08
S1 1.892 0.234 0.717  -0.11
H1 1.076 0.983 5.497  0.47
H2 3.248 2.132 5.800  0.42
H3 4.789 2.418 3.878  0.46
C7 0.145 1.257 -5.227  -1.47
C8 1.058 0.265 -4.554  1.25
C9 2.156 -0.213 -5.265  -0.86
C10 3.042 -1.126 -4.715  -0.79
C11 2.844 -1.599 -3.427  -1.09
C12 1.766 -1.135 -2.696  -1.05
C13 0.877 -0.205 -3.243  1.57
P1 -0.476 0.303 -2.163  0.71
C14 -0.867 2.054 -2.416  0.69
C15 -2.206 2.425 -2.545  -1.22
C16 -2.575 3.762 -2.571  -1.11
C17 -1.598 4.742 -2.484  -0.87
C18 -0.264 4.376 -2.356  -0.59
C19 0.128 3.041 -2.299  1.21
C20 1.586 2.716 -2.117  -1.34
C21 -1.930 -0.682 -2.545  1.04
C22 -2.177 -1.216 -3.807  -1.00
C23 -3.292 -2.009 -4.012  -0.82
C24 -4.152 -2.269 -2.951  -0.76
C25 -3.894 -1.750 -1.692  -0.78
C26 -2.775 -0.954 -1.466  0.78
C27 -2.487 -0.409 -0.093  -2.16
H4 0.211 1.145 -6.308  0.55
H5 0.427 2.285 -4.987  0.26
H6 -0.899 1.138 -4.939  0.24
H7 2.310 0.135 -6.279  0.49
H8 3.882 -1.476 -5.301  0.41
H9 3.519 -2.326 -2.996  0.51
H10 1.592 -1.517 -1.697  0.24
H11 -2.969 1.660 -2.624  0.46
H12 -3.617 4.033 -2.670  0.50
H13 -1.872 5.789 -2.523  0.44
H14 0.500 5.145 -2.295  0.63
H15 2.121 3.577 -1.712  0.44
H16 2.059 2.448 -3.064  0.26
H17 1.743 1.876 -1.439  0.03
H18 -1.483 -1.038 -4.620  0.34
H19 -3.485 -2.435 -4.987  0.46
H20 -5.022 -2.894 -3.104  0.41
H21 -4.556 -1.982 -0.866  0.51
H22 -2.826 -1.118 0.662  0.70
H23 -3.025 0.530 0.068  0.51
F1 1.528 3.664 1.405  0.11
C28 1.298 4.932 1.061  0.31
C29 2.382 5.768 0.911  0.76
F2 3.589 5.249 1.083  -0.30
C30 2.226 7.117 0.566  0.09
C31 0.914 7.563 0.382  0.59
C32 -0.173 6.720 0.533  0.07
F3 -1.383 7.208 0.312  -0.36
C33 -0.014 5.377 0.874  0.39
C34 -1.145 4.470 0.980  0.15
C35 -0.957 3.093 0.764  0.02
N1 -0.833 1.971 0.565  -0.18
C36 -2.467 4.885 1.214  -0.15
N2 -3.562 5.185 1.428  -0.44
F4 0.672 8.825 0.071  -0.31
C37 3.371 8.006 0.408  0.24
C38 3.298 9.194 -0.345  -0.02
N3 3.280 10.157 -0.981  -0.39
C39 4.620 7.726 0.998  0.09
N4 5.653 7.513 1.468  -0.41
F5 -1.085 -9.220 -1.731  -0.25
C40 0.128 -8.639 -1.781  0.82
F6 0.956 -9.377 -1.029  -0.28
F7 0.551 -8.737 -3.055  -0.25
C41 0.068 -7.205 -1.335  0.36
C42 0.846 -6.750 -0.282  -0.58
C43 0.777 -5.419 0.098  -0.79
C44 -0.071 -4.540 -0.573  -0.25
C45 -0.854 -5.012 -1.631  -0.33
C46 -0.783 -6.338 -2.010  -0.96
C47 -0.149 -3.157 -0.206  0.70
C48 -0.255 -1.983 0.063  0.09
H24 1.502 -7.432 0.240  0.47
H25 1.379 -5.056 0.919  0.48
H26 -1.516 -4.327 -2.147  0.39
H27 -1.389 -6.705 -2.828  0.40

Cartesian forces (eV/Å) of the 6 atoms listed first:
Pt 0.0 0.0 0.0
Cl 0.0 0.0 0.0
C 0.0 0.0 -0.1
C 0.0 0.0 0.0
C 0.0 0.0 0.0
C 0.0 0.0 0.0



Question: relative energy (zero: lowest compared OMol25 entry of this formula, charge and spin) of number 2 (C2H2O3)?
Answer: 3.2442 eV



Question: Look up the electronic energy of the second one.
Answer: -8245.3528 eV



Question: What is the charge in the first record?
Answer: 0



What did the first record say?
Entry from OMol25: the molecule CH4IP in a non-equilibrium geometry (wB97M-V/def2-TZVPD).

The charge is 0. The calculation puts the LUMO energy at 0.03 eV. The value obtained for the largest force on an atom is 3.7 eV/A. For the HOMO energy, the calculation gives -8.13 eV. As for the electronic energy: -18487.4684 eV. The value obtained for the relative energy (zero: lowest compared OMol25 entry of this formula, charge and spin) is 4.0547 eV. The orbital gap is 8.16 eV. The spin multiplicity is 1.

Last column: Mulliken charge in e.
Positions of all 7 atoms, in Å:
C1 -1.313 -1.195 0.278  -0.60
P1 -0.027 0.064 0.118  0.06
I1 -2.994 0.240 -0.088  -0.04
H1 -1.300 -1.853 -0.536  0.27
H2 1.477 -0.058 -0.179  0.11
H3 -0.265 1.452 -0.442  0.11
H4 0.056 0.379 1.354  0.09

Cartesian forces (eV/Å) of the 6 atoms listed first:
C 0.5 1.9 0.3
P 0.7 0.5 -2.9
I 0.2 -0.7 0.2
H -0.2 -1.0 -1.5
H -2.1 -0.4 0.2
H 0.4 -1.7 0.2